Molecular formula: C56H45BrCl3GeN8O7SV
Method: DFT, ωB97M-V/def2-TZVPD

Calculated values
F_max in eV/A: 1.90
Net charge: -1
E_tot in a.u.: -10499.58424
2S+1: 2
Highest occupied orbital energy (alpha / beta) in eV: -5.10 / -5.40
Gap between HOMO and LUMO (alpha / beta) in eV: 5.5 / 6.7

CARTESIAN COORDINATES (ANGSTROEM)
V 0.432 -0.724 0.106
N -2.871 7.901 3.860
C -3.016 6.653 3.272
C -3.199 5.515 4.061
C -3.298 4.265 3.479
C -3.203 4.143 2.103
C -3.046 5.263 1.302
C -2.943 6.511 1.884
S -3.505 2.575 1.361
O -4.124 1.761 2.366
O -4.209 2.863 0.137
N -2.117 1.725 0.831
C -0.847 2.034 1.295
N -0.752 3.105 2.072
C 0.438 3.529 2.465
C 1.599 2.910 2.068
C 1.434 1.756 1.332
N 0.231 1.280 0.976
H -3.227 8.003 4.795
H -3.036 8.698 3.270
H -3.269 5.616 5.138
H -3.450 3.380 4.081
H -3.012 5.155 0.227
H -2.811 7.389 1.262
H 0.437 4.404 3.109
H 2.587 3.264 2.322
H 2.306 1.207 0.976
Br -4.093 2.571 -6.689
C -2.227 2.870 -6.580
C -1.410 1.879 -6.053
C -0.051 2.106 -5.933
C 0.496 3.325 -6.344
C -0.330 4.273 -6.933
C -1.697 4.062 -7.037
N 1.889 3.675 -6.331
N 2.726 3.188 -5.545
C 2.373 2.575 -4.319
C 3.091 1.454 -3.983
C 2.692 0.622 -2.930
C 1.597 0.947 -2.171
O 1.192 0.125 -1.208
C 0.900 2.178 -2.410
N -0.180 2.477 -1.644
C -0.773 3.629 -1.818
C -0.326 4.603 -2.732
C 0.717 4.293 -3.552
C 1.335 3.027 -3.452
H -1.835 0.939 -5.728
H 0.580 1.321 -5.538
H 0.116 5.191 -7.294
H -2.340 4.814 -7.472
H 3.936 1.181 -4.603
H 3.225 -0.288 -2.710
H -1.659 3.807 -1.215
H -0.821 5.564 -2.790
H 1.081 5.011 -4.275
Cl 4.354 0.759 -0.052
C 3.973 -1.570 2.390
Cl 4.795 -0.408 3.337
Cl 4.718 -3.097 2.139
C 2.813 -1.294 1.820
N 1.769 -1.084 1.294
Ge -2.760 0.576 -0.654
C -1.807 -0.884 -1.541
C -2.087 -2.204 -1.185
C -1.711 -3.247 -2.016
C -1.032 -2.981 -3.196
C -0.766 -1.670 -3.571
C -1.177 -0.626 -2.757
C -4.488 -0.142 -0.137
C -5.551 0.198 -0.972
C -6.817 -0.326 -0.752
C -7.031 -1.192 0.311
C -5.977 -1.532 1.147
C -4.710 -1.012 0.925
H -2.973 1.584 -1.784
H -2.584 -2.419 -0.247
H -1.914 -4.268 -1.723
H -0.698 -3.799 -3.823
H -0.245 -1.464 -4.499
H -1.022 0.398 -3.072
H -5.394 0.889 -1.792
H -7.636 -0.052 -1.407
H -8.019 -1.601 0.487
H -6.138 -2.206 1.980
H -3.900 -1.299 1.583
O 0.564 -4.660 -0.815
C 1.132 -3.595 -0.952
O 0.620 -2.464 -0.542
C 2.479 -3.515 -1.616
C 3.381 -2.497 -1.333
C 4.640 -2.496 -1.920
C 4.993 -3.505 -2.803
C 4.090 -4.523 -3.094
C 2.841 -4.533 -2.496
H 3.137 -1.694 -0.650
H 5.323 -1.691 -1.674
H 5.975 -3.507 -3.261
H 4.367 -5.314 -3.780
H 2.133 -5.328 -2.688
C 1.888 -1.537 6.963
C 1.023 -1.582 5.731
C 0.124 -0.567 5.446
C -0.700 -0.615 4.323
C -1.759 0.436 4.126
C -0.580 -1.694 3.455
C 0.295 -2.750 3.731
C 0.340 -3.965 2.844
C 1.083 -2.674 4.869
C -1.456 -1.773 2.236
O -2.492 -2.397 2.252
O -1.084 -1.097 1.153
H 1.800 -0.576 7.470
H 2.936 -1.696 6.708
H 1.597 -2.319 7.668
H 0.048 0.284 6.116
H -2.599 0.242 4.797
H -2.162 0.445 3.116
H -1.375 1.432 4.352
H 0.239 -3.715 1.787
H -0.485 -4.638 3.089
H 1.277 -4.507 2.976
H 1.776 -3.483 5.081

Atomic partial charges in e from the Mulliken method, atoms 1 to 2:
1. V 0.34
2. N -0.56

***

Molecular formula: C56H45MnOP3Si
Method: DFT, ωB97M-V/def2-TZVPD

Calculated values
F_max in eV/A: 1.24
Net charge: +1
E_tot in a.u.: -4700.38031
2S+1: 5
Highest occupied orbital energy (alpha / beta) in eV: -9.16 / -10.10
Gap between HOMO and LUMO (alpha / beta) in eV: 5.8 / 6.4

CARTESIAN COORDINATES (ANGSTROEM)
Mn -0.911 0.186 0.566
C -1.583 4.451 -4.008
C -0.475 3.892 -3.383
C -0.633 3.171 -2.212
C -1.899 3.003 -1.656
C -3.004 3.578 -2.276
C -2.843 4.297 -3.454
P -2.028 2.161 -0.056
C -3.782 1.914 0.294
C -4.351 2.230 1.522
C -5.679 1.912 1.777
C -6.440 1.273 0.812
C -5.870 0.934 -0.410
C -4.544 1.241 -0.665
C -1.324 3.392 1.103
C -2.040 4.559 1.359
C -1.472 5.588 2.088
C -0.160 5.471 2.522
C 0.564 4.321 2.250
C 0.005 3.232 1.563
Si 0.943 1.667 1.045
C 2.385 1.245 2.170
C 2.698 1.920 3.360
C 3.704 1.470 4.200
C 4.417 0.321 3.877
C 4.141 -0.351 2.699
C 3.153 0.110 1.834
P 2.719 -0.672 0.240
C 3.913 0.135 -0.921
C 4.237 1.326 -1.767
C 5.672 1.722 -1.762
C 6.584 0.755 -1.694
C 6.068 -0.664 -1.654
C 3.898 -0.037 -2.411
C 4.104 -1.844 -0.166
C 3.812 -2.905 -0.920
C 4.449 -3.259 -2.200
C 4.903 -2.355 -3.070
C 5.102 -0.870 -2.850
C 5.090 -0.721 -0.471
C -0.536 -0.514 -1.248
C 0.225 -0.155 -2.351
C 0.316 -1.011 -3.438
C -0.343 -2.239 -3.433
C -1.106 -2.609 -2.340
C -1.208 -1.744 -1.248
P -2.251 -2.028 0.219
C -3.549 -3.184 -0.314
C -4.604 -2.667 -1.066
C -5.596 -3.504 -1.548
C -5.550 -4.865 -1.268
C -4.509 -5.381 -0.512
C -3.506 -4.545 -0.037
C -1.176 -2.961 1.364
C 0.141 -3.278 1.053
C 0.966 -3.882 1.997
C 0.470 -4.186 3.255
C -0.849 -3.877 3.573
C -1.663 -3.257 2.640
H -1.460 5.015 -4.923
H 0.511 4.021 -3.809
H 0.236 2.753 -1.720
H -3.992 3.470 -1.849
H -3.706 4.738 -3.933
H -3.761 2.709 2.291
H -6.115 2.164 2.734
H -7.475 1.030 1.010
H -6.461 0.429 -1.162
H -4.104 0.965 -1.618
H -3.042 4.679 0.964
H -2.037 6.489 2.289
H 0.308 6.285 3.060
H 1.599 4.298 2.555
H 2.128 2.780 3.674
H 3.919 2.005 5.116
H 5.191 -0.042 4.540
H 4.692 -1.251 2.449
H 3.492 2.102 -1.879
H 5.941 2.768 -1.808
H 7.645 0.963 -1.675
H 6.865 -1.403 -1.628
H 2.969 -0.102 -2.958
H 2.912 -3.468 -0.687
H 4.397 -4.294 -2.517
H 5.249 -2.732 -4.026
H 5.540 -0.445 -3.755
H 5.553 -0.345 0.446
H 0.770 0.778 -2.362
H 0.911 -0.726 -4.297
H -0.261 -2.899 -4.286
H -1.637 -3.554 -2.338
H -4.647 -1.605 -1.276
H -6.408 -3.097 -2.135
H -6.327 -5.520 -1.638
H -4.471 -6.439 -0.292
H -2.693 -4.961 0.547
H 0.529 -3.035 0.070
H 1.991 -4.115 1.740
H 1.105 -4.664 3.989
H -1.239 -4.113 4.555
H -2.682 -2.998 2.906
C 0.139 -0.227 3.803
C -0.500 0.081 2.510
O -1.689 0.411 2.385
H -0.588 -0.634 4.507
H 0.523 0.719 4.195
H 0.986 -0.897 3.660

Atomic partial charges in e from the Mulliken method, atoms 1 to 2:
1. Mn -0.52
2. C -0.66

***

Computed relative energy (zero: lowest compared OMol25 entry of this formula, charge and spin) (kJ/mol) in order:
92.6; 193.6